1.
C5H9N2S | ωB97M-V with the def2-TZVPD basis set

The value obtained for the HOMO-LUMO gap is 8.73 eV. The total charge is +1. The calculation puts the LUMO energy at -5.10 eV.

Each line ends with the natural charge from an NBO analysis.
Geometry (Å):
1 C -1.702 0.092 0.944  -0.11
2 C -0.604 -1.608 0.093  0.28
3 C -1.880 0.092 -0.585  -0.15
4 C 2.373 0.497 0.613  -0.71
5 C 1.354 1.123 -0.250  -0.11
6 N -0.803 -0.937 1.171  -0.46
7 N -1.159 -1.025 -1.039  -0.60
8 S -1.036 1.608 0.085  0.35
9 H -2.519 0.472 1.544  0.27
10 H 0.002 -2.562 -0.047  0.24
11 H -2.777 0.201 -1.273  0.28
12 H 2.974 0.135 -0.232  0.29
13 H 2.133 -0.389 1.263  0.29
14 H 1.103 0.511 -1.160  0.21
15 H 1.292 2.122 -0.679  0.24
16 H 2.809 1.303 1.299  0.26
17 H -1.562 -1.635 -1.748  0.44



2.
C5H9N2S | ωB97M-V with the def2-TZVPD basis set

The value obtained for the HOMO-LUMO gap (alpha / beta) is 10.12 / 6.01 eV. The total charge is +1. Its multiplicity is 3. Its expectation value of S² is 2.02. The calculation puts the LUMO energy (alpha / beta) at -3.21 / -7.81 eV.

Each line ends with the natural charge from an NBO analysis.
Geometry (Å):
1 C 1.288 0.224 0.043  0.31
2 C 0.609 -0.992 0.691  -0.57
3 C -1.842 1.134 0.598  0.20
4 C -2.076 -0.272 0.393  -0.33
5 C 2.670 -0.109 -0.422  -0.65
6 N 0.768 1.320 -0.171  -0.43
7 N -2.447 0.753 -0.631  -0.62
8 S -0.897 -1.398 -0.308  0.30
9 H 1.054 -2.011 0.612  0.28
10 H 0.160 -0.858 1.670  0.27
11 H -0.099 1.506 0.407  0.33
12 H -2.930 -0.739 1.044  0.29
13 H 2.679 -0.962 -0.946  0.23
14 H 3.340 -0.172 0.553  0.26
15 H 3.142 0.748 -1.081  0.26
16 H -3.293 1.195 -0.877  0.44
17 H -2.125 0.633 -1.574  0.44



3.
C5H9N2S | ωB97M-V with the def2-TZVPD basis set

The value obtained for the HOMO-LUMO gap (alpha / beta) is 5.65 / 6.34 eV. The total charge is +1. Its multiplicity is 3. Its expectation value of S² is 2.01. The calculation puts the LUMO energy (alpha / beta) at -3.17 / -7.78 eV.

Each line ends with the natural charge from an NBO analysis.
Geometry (Å):
1 C 0.412 -0.540 -0.797  0.31
2 C -0.761 -1.359 -0.230  -0.76
3 C 0.747 0.795 1.218  0.01
4 C -0.605 0.527 1.770  -0.49
5 C 0.646 -0.904 -2.185  -0.65
6 N 1.034 0.395 -0.303  -0.41
7 N -0.132 1.910 1.240  -0.62
8 S -1.786 -0.333 0.888  0.82
9 H -1.538 -1.491 -1.059  0.27
10 H -0.437 -2.232 0.498  0.30
11 H 1.843 0.713 1.599  0.30
12 H -0.865 0.389 2.839  0.31
13 H -0.291 -0.809 -2.632  0.23
14 H 0.908 -1.958 -2.189  0.25
15 H 1.297 -0.072 -2.547  0.26
16 H 0.130 2.851 1.599  0.44
17 H -0.601 2.118 0.291  0.43



4.
C5H9N3 | ωB97M-V with the def2-TZVPD basis set

The value obtained for the HOMO-LUMO gap is 9.40 eV. The calculation puts the LUMO energy at 1.01 eV.

Each line ends with the natural charge from an NBO analysis.
Geometry (Å):
1 C 0.368 0.191 -2.321  -0.40
2 C 1.651 -0.174 -0.268  -0.22
3 C 0.529 0.432 0.574  -0.09
4 C -1.670 -0.144 0.389  0.00
5 C -0.303 -0.683 -0.079  -0.11
6 H 0.269 1.245 -1.995  0.15
7 H 1.196 0.198 -3.030  0.20
8 H -0.595 -0.107 -2.785  0.21
9 H 2.101 -1.084 0.131  0.20
10 H 2.432 0.447 -0.683  0.20
11 H 0.228 1.353 0.058  0.17
12 H 0.036 1.254 2.489  0.37
13 H -2.634 -0.394 -0.063  0.21
14 H -0.139 -1.665 0.461  0.20
15 N 0.631 -0.633 -1.209  -0.42
16 N -0.076 0.432 1.900  -0.44
17 N -1.462 0.347 1.544  -0.23



5.
C5H9N3 | ωB97M-V with the def2-TZVPD basis set

The value obtained for the HOMO-LUMO gap is 8.41 eV. The SMILES is [H]/N=C(C)\C(=N/[H])C(=C)N. The calculation puts the LUMO energy at 0.18 eV.

Each line ends with the natural charge from an NBO analysis.
Geometry (Å):
1 C 2.011 0.600 -0.522  -0.68
2 C -0.132 -0.851 -0.207  0.19
3 C 1.000 0.014 0.431  0.26
4 C -1.277 0.082 -0.244  0.16
5 N -2.538 -0.407 -0.345  -0.78
6 C -0.863 1.265 0.346  -0.50
7 N -0.201 -2.129 -0.345  -0.64
8 N 1.404 -0.283 1.652  -0.64
9 H -2.564 -1.383 -0.639  0.41
10 H -3.255 0.233 -0.659  0.40
11 H 0.729 -2.542 -0.217  0.35
12 H 0.635 -0.711 2.179  0.33
13 H 1.643 0.610 -1.552  0.21
14 H 2.937 0.023 -0.487  0.25
15 H 2.221 1.632 -0.232  0.23
16 H -1.605 1.863 0.875  0.21
17 H -0.145 1.984 -0.034  0.24



6.
C5H9N3 | ωB97M-V with the def2-TZVPD basis set

The value obtained for the HOMO-LUMO gap is 8.33 eV. The calculation puts the LUMO energy at 0.88 eV.

Each line ends with the natural charge from an NBO analysis.
Geometry (Å):
1 C 0.521 0.883 3.067  -0.46
2 C 0.443 0.660 0.694  0.19
3 C -0.018 -0.031 -0.511  -0.24
4 C -0.144 0.675 -1.704  0.05
5 C -0.421 -1.397 -0.629  -0.24
6 H 1.616 1.675 2.649  0.17
7 H 0.858 -0.124 3.896  0.24
8 H -0.592 1.816 3.409  0.23
9 H 1.401 1.567 0.290  0.10
10 H -0.122 1.696 -2.025  0.22
11 H -1.076 0.147 -3.340  0.37
12 H -0.440 -2.347 -2.570  0.36
13 H 0.342 -2.277 -0.373  0.19
14 H -1.239 -1.662 0.222  0.21
15 N 0.208 0.182 1.780  -0.50
16 N -0.395 -0.115 -2.693  -0.42
17 N -0.943 -1.348 -2.163  -0.47